Record 1
A structure of composition C25H26N3OPPdS5Se2. Source: the Open Molecules 2025 dataset; level of theory: ωB97M-V/def2-TZVPD.

XYZ file:
```
64
Properties=species:S:1:pos:R:3:forces:R:3:lowdin_charge:R:1
Pd -0.1215 -0.1603 -0.4401 -0.49 -0.11 0.18 0.17
Se 2.1401 0.0328 -1.4670 0.12 0.07 -0.17 0.34
P 1.9788 2.0300 -0.6469 -0.09 -0.16 0.02 0.11
Se -0.0775 2.5684 -0.3783 0.11 -0.04 0.01 0.24
C 2.8978 3.2340 -1.6772 0.04 0.04 -0.01 -0.38
C 2.6579 4.5954 -1.5155 0.01 -0.01 -0.01 -0.10
C 3.3752 5.5232 -2.2544 -0.01 0.01 0.01 -0.10
C 4.3350 5.0970 -3.1642 0.01 0.00 -0.01 -0.11
C 4.5691 3.7404 -3.3354 0.00 0.00 0.00 -0.10
C 3.8507 2.8102 -2.5951 -0.01 0.02 0.00 -0.11
C 2.9077 2.1492 0.9235 0.06 -0.01 -0.02 -0.39
C 2.3900 2.8347 2.0135 -0.02 0.02 -0.02 -0.11
C 3.1322 2.9469 3.1807 0.00 0.01 0.01 -0.10
C 4.3896 2.3744 3.2652 0.01 -0.01 -0.01 -0.10
C 4.9082 1.6805 2.1791 -0.01 0.01 0.01 -0.09
C 4.1699 1.5667 1.0136 -0.01 -0.02 -0.02 -0.10
H 1.8916 4.9167 -0.8191 0.00 0.00 0.00 0.08
H 3.1804 6.5813 -2.1262 0.00 0.00 0.00 0.09
H 4.8926 5.8222 -3.7452 0.00 0.00 0.00 0.09
H 5.3076 3.4026 -4.0526 0.00 0.00 0.00 0.09
H 4.0099 1.7476 -2.7365 0.00 0.00 0.00 0.06
H 1.3917 3.2503 1.9440 0.00 0.00 0.01 0.05
H 2.7103 3.4573 4.0375 0.00 -0.01 0.00 0.10
H 4.9542 2.4387 4.1872 0.00 0.00 0.00 0.09
H 5.8789 1.2048 2.2498 0.00 0.00 0.00 0.09
H 4.5529 0.9955 0.1759 0.00 0.00 0.00 0.08
N 0.5347 -1.3857 3.0256 0.01 0.14 -0.19 0.16
C 0.8084 -0.2702 3.7708 -0.02 -0.09 0.07 -0.67
N -0.3117 0.3759 4.2764 0.02 0.01 -0.01 0.13
O 1.9416 0.0945 4.0527 -0.01 0.04 -0.02 0.00
H -0.4218 -1.5055 2.7120 0.00 0.01 -0.01 0.01
H 1.1840 -1.5400 2.2648 0.07 -0.16 0.32 0.06
H -1.1296 0.3626 3.6780 -0.02 -0.02 -0.01 0.01
H -0.0777 1.2884 4.6320 -0.01 0.00 0.00 0.08
C -2.6235 0.1544 -2.8639 0.04 -0.02 -0.06 -0.40
S -3.4365 1.1546 -1.5893 -0.03 0.03 -0.02 0.75
C -4.0907 -0.0909 -0.5536 0.06 -0.02 0.08 -1.03
C -3.5029 -0.5861 0.5670 -0.04 -0.09 -0.04 -1.12
S -1.9905 -0.2123 1.2962 0.19 0.12 -0.14 0.52
S -4.4595 -1.8148 1.3784 0.00 -0.03 -0.03 0.90
C -5.8300 -1.8385 0.3417 -0.06 0.00 0.08 -1.53
S -7.1730 -2.7941 0.5872 0.04 0.02 -0.02 0.40
S -5.6587 -0.7463 -0.9621 -0.01 0.00 -0.05 0.87
H -2.0192 0.8459 -3.4529 0.00 0.01 0.02 0.03
H -3.3587 -0.3289 -3.5075 -0.02 0.01 0.01 0.03
H -1.9692 -0.5865 -2.3982 -0.01 -0.02 0.02 -0.02
C 1.8330 -2.9551 0.2662 0.04 -0.02 0.01 -0.13
C 0.4714 -3.5717 0.3914 0.00 -0.02 0.05 -0.26
C 0.3015 -4.7159 1.1566 0.00 0.02 -0.06 -0.11
C -0.8644 -5.4708 1.1181 -0.01 -0.04 0.02 -0.16
C -1.8668 -5.0716 0.2310 0.01 0.02 0.01 -0.11
C -1.7616 -3.9281 -0.5314 -0.03 0.01 -0.03 -0.25
C -2.8489 -3.5243 -1.4819 0.00 -0.02 -0.01 -0.08
C -0.6073 -3.0695 -0.4170 0.14 0.09 0.12 -0.40
N -0.6017 -1.9369 -1.1108 -0.02 0.22 -0.09 -0.09
H 2.5860 -3.6030 0.7230 0.00 0.00 0.01 0.07
H 1.9572 -1.9526 0.6847 -0.07 0.03 -0.05 0.00
H 2.0728 -2.8279 -0.7957 0.02 -0.02 0.01 0.04
H 1.1331 -5.0430 1.7765 0.00 -0.02 0.01 0.09
H -0.9819 -6.3545 1.7340 0.00 0.00 0.00 0.06
H -2.7778 -5.6596 0.1483 -0.01 -0.01 0.00 0.09
H -3.7197 -4.1769 -1.3833 -0.01 -0.01 -0.01 0.07
H -2.5007 -3.5550 -2.5210 0.00 0.00 0.00 0.07
H -3.1503 -2.4894 -1.3052 0.01 0.00 0.00 0.03
```
Forces are in eV/Å.

Properties
Total charge   -2
Maximum force   0.537 eV Å⁻¹
Frontier orbital gap   4.49 eV
2S+1   1
Relative energy (zero: lowest compared OMol25 entry of this formula, charge and spin)   0.248 eV
Highest occupied orbital energy   -0.01824 Ha

***

Record 2
An isolated molecule of C25H26N6O3 in a non-equilibrium geometry. Source: the Open Molecules 2025 dataset; level of theory: ωB97M-V/def2-TZVPD.

XYZ file:
```
60
Properties=species:S:1:pos:R:3:forces:R:3:lowdin_charge:R:1
C -3.3365 3.2967 -1.6944 -0.01 0.23 -0.41 -0.07
O -3.5813 2.4782 -0.5626 -0.01 0.02 0.45 -0.07
C -2.5029 2.0823 0.1697 0.07 -0.13 0.04 -0.22
C -2.5071 0.7751 0.6339 0.01 0.53 -0.12 0.01
C -1.4477 0.2431 1.3434 0.14 -0.15 0.15 -0.02
C -0.3372 1.0355 1.5848 -0.49 0.01 -0.12 -0.22
N 0.8521 0.5495 2.1574 0.15 0.40 0.10 0.16
C 1.2066 -0.7463 2.3346 0.46 -0.02 0.39 -0.44
O 0.4287 -1.6765 2.2949 -0.20 -0.11 0.00 0.07
C 2.7001 -0.9983 2.6101 0.04 -0.21 0.05 -0.21
C 3.6675 0.0815 2.1185 -0.09 -0.13 0.03 -0.12
C 3.5167 0.3002 0.5957 0.26 0.51 0.17 -0.14
N 2.7814 -0.7995 0.0073 -0.17 0.20 -0.26 -0.05
C 1.5624 -0.6735 -0.5746 0.11 -0.54 -0.15 -0.18
C 0.6537 -1.7148 -0.7243 0.08 0.06 -0.02 0.06
C -0.5605 -1.5218 -1.3961 0.44 0.64 -0.13 -0.22
C -1.5512 -2.5970 -1.5187 -0.36 -0.40 -0.03 -0.16
C -1.2087 -3.9451 -1.4434 0.01 0.16 0.02 -0.03
C -2.1825 -4.9200 -1.5572 -0.02 -0.13 0.01 -0.08
C -3.5079 -4.5657 -1.7460 -0.01 -0.04 -0.01 -0.09
C -3.8561 -3.2272 -1.8342 -0.08 -0.04 0.00 -0.07
C -2.8863 -2.2503 -1.7257 0.14 0.01 0.05 -0.02
N -0.8993 -0.3604 -1.9366 -0.54 -0.57 -0.20 0.20
C -0.0540 0.6314 -1.7996 0.63 0.14 0.42 -0.34
N -0.1620 1.8745 -2.2461 -0.44 0.13 -0.38 0.15
C 0.9598 2.4617 -1.8376 -0.02 -0.49 0.05 -0.21
N 1.7929 1.7010 -1.1567 0.96 0.56 0.08 0.09
N 1.1683 0.5075 -1.1196 -1.01 0.22 -0.52 0.04
C 3.3195 -2.0736 0.4297 0.00 -0.39 0.04 -0.12
C 3.0647 -2.3265 1.9296 -0.15 -0.01 0.06 -0.11
C -0.3460 2.3745 1.1976 0.01 0.08 0.02 0.02
C -1.4179 2.9175 0.5081 -0.22 -0.09 0.09 -0.21
O -1.4909 4.2308 0.1398 -0.25 -0.38 -0.07 -0.09
C -0.4239 5.0851 0.4610 0.14 0.14 0.08 -0.08
H -4.2049 3.1674 -2.3400 0.05 0.02 -0.01 0.09
H -3.2411 4.3483 -1.4146 -0.05 -0.12 -0.06 0.08
H -2.4340 2.9716 -2.2184 -0.07 0.03 0.02 0.08
H -3.3639 0.1635 0.4028 -0.12 -0.07 -0.08 0.12
H -1.4662 -0.7836 1.6638 0.00 -0.03 0.02 0.11
H 1.5654 1.2540 2.2709 0.01 -0.23 -0.04 0.13
H 2.7993 -1.1148 3.6949 -0.05 0.00 -0.08 0.15
H 3.5366 1.0215 2.6578 0.07 0.05 0.01 0.11
H 4.6784 -0.2654 2.3440 -0.01 0.07 0.08 0.12
H 3.0073 1.2330 0.3612 0.25 -0.24 0.13 0.08
H 4.5076 0.3417 0.1276 -0.09 0.05 0.02 0.13
H 0.8468 -2.6594 -0.2516 0.05 -0.04 0.12 0.10
H -0.1780 -4.2420 -1.3188 0.10 0.00 0.03 0.11
H -1.9056 -5.9629 -1.5007 0.02 -0.07 0.00 0.10
H -4.2653 -5.3314 -1.8300 -0.06 -0.05 -0.01 0.10
H -4.8877 -2.9470 -1.9889 -0.08 0.03 -0.01 0.10
H -3.1349 -1.2036 -1.7985 -0.06 0.10 -0.02 0.10
H 1.1872 3.4875 -2.0514 0.13 0.23 0.01 0.11
H 2.9129 -2.8749 -0.1849 0.09 0.04 -0.02 0.12
H 4.3975 -2.0267 0.2401 -0.08 -0.02 -0.06 0.13
H 2.2334 -3.0176 2.0708 0.12 0.00 0.01 0.11
H 3.9533 -2.7589 2.3895 0.03 0.01 0.02 0.12
H 0.5148 2.9855 1.4279 0.06 0.09 -0.03 0.11
H -0.7022 6.0609 0.0653 0.07 -0.04 0.05 0.10
H 0.5115 4.7607 -0.0064 -0.02 0.00 0.05 0.08
H -0.2830 5.1633 1.5448 0.02 -0.02 -0.05 0.10
```
Forces are in eV/Å.

Properties
Maximum force   1.160 eV Å⁻¹
Frontier orbital gap   7.99 eV
2S+1   1
Relative energy (zero: lowest compared OMol25 entry of this formula, charge and spin)   0.690 eV
Highest occupied orbital energy   -0.28015 Ha